Model w:
Formula: C4H6N2
Source: the Open Molecules 2025 dataset
Level of theory: ωB97M-V/def2-TZVPD

Geometry (Å):
C (-0.489, -0.841, -1.429)
C (0.095, -0.259, -0.180)
C (1.359, -0.018, 0.274)
N (1.355, 0.805, 1.369)
C (0.101, 1.070, 1.593)
N (-0.712, 0.495, 0.654)
H (-1.548, -1.041, -1.268)
H (-0.402, -0.099, -2.220)
H (-0.026, -1.764, -1.767)
H (2.247, -0.461, -0.145)
H (-0.289, 1.785, 2.302)
H (-1.692, 0.326, 0.816)

Summary:
Multiplicity: 1
Orbital gap in eV: 9.479
E_HOMO in Eh: -0.3155
Structure (SMILES): Cc1cnc[nH]1

natural (NBO) analysis output, partial charges in e: C -0.64; C 0.09; C -0.10; N -0.45; C 0.16; N -0.53; H 0.21; H 0.23; H 0.23; H 0.20; H 0.19; H 0.41

---

Model x:
Formula: C4H6N2
Source: the Open Molecules 2025 dataset
Level of theory: ωB97M-V/def2-TZVPD

Geometry (Å):
C (0.450, -1.469, 0.405)
C (1.085, 0.652, -0.564)
C (-0.024, 1.232, -1.129)
N (-1.126, 1.105, -0.266)
N (-0.938, 0.476, 0.807)
C (0.475, 0.060, 0.669)
H (-0.270, -1.975, 1.052)
H (0.193, -1.652, -0.643)
H (1.451, -1.868, 0.570)
H (-0.204, 1.704, -2.088)
H (-2.062, 1.471, -0.437)
H (0.971, 0.263, 1.625)

Summary:
Multiplicity: 1
Orbital gap in eV: 7.885
E_HOMO in Eh: -0.2987

natural (NBO) analysis output, partial charges in e: C -0.57; C -0.15; C -0.28; N -0.19; N -0.10; C -0.25; H 0.21; H 0.22; H 0.23; H 0.21; H 0.41; H 0.25

---

Least stable = model x

---

Model w:
Formula: C3H7NO3S
Source: the Open Molecules 2025 dataset
Level of theory: ωB97M-V/def2-TZVPD

Geometry (Å):
C (0.959, 1.740, 0.043)
C (2.208, -0.097, 1.012)
C (1.657, 0.679, -0.113)
N (-3.368, -0.008, -0.533)
O (0.236, 2.647, 0.086)
O (-1.064, -0.583, -1.175)
O (-1.756, 0.220, 1.222)
S (-1.734, 0.484, -0.432)
H (1.403, -0.793, 1.331)
H (3.128, -0.455, 0.705)
H (2.429, 0.495, 1.843)
H (-1.317, 0.919, 1.705)
H (1.964, 0.548, -1.111)
H (-3.325, -0.775, -1.230)
H (-3.874, 0.033, 0.358)

Summary:
Multiplicity: 1
Orbital gap in eV: 9.463
E_HOMO in Eh: -0.3255

natural (NBO) analysis output, partial charges in e: C 0.69; C -0.61; C -0.52; N -1.08; O -0.49; O -0.94; O -0.92; S 1.62; H 0.22; H 0.22; H 0.21; H 0.49; H 0.27; H 0.41; H 0.41

---

Model x:
Formula: C3H7NO3S
Source: the Open Molecules 2025 dataset
Level of theory: ωB97M-V/def2-TZVPD

Geometry (Å):
C (2.324, 1.060, 0.242)
O (1.640, 1.280, 1.495)
C (0.781, 0.238, 1.767)
S (-0.896, 0.378, 1.005)
C (-0.596, -0.508, -0.529)
O (0.463, -1.005, -0.849)
N (-1.711, -0.688, -1.339)
O (-1.493, -1.182, -2.620)
H (3.271, 1.592, 0.346)
H (2.539, 0.007, 0.118)
H (1.733, 1.447, -0.553)
H (1.189, -0.687, 1.421)
H (0.616, 0.210, 2.856)
H (-2.428, 0.036, -1.324)
H (-0.531, -1.327, -2.659)

Summary:
Multiplicity: 1
Orbital gap in eV: 10.147
E_HOMO in Eh: -0.3480
Structure (SMILES): COCSC(=O)NO

natural (NBO) analysis output, partial charges in e: C -0.25; O -0.52; C -0.17; S 0.13; C 0.49; O -0.65; N -0.34; O -0.54; H 0.19; H 0.19; H 0.18; H 0.20; H 0.21; H 0.39; H 0.49

---

Least stable = model w

---

Model w:
Formula: C3H6
Source: the Open Molecules 2025 dataset
Level of theory: ωB97M-V/def2-TZVPD

Geometry (Å):
C (-0.173, -0.295, 1.432)
C (-0.580, 0.183, 0.071)
C (0.456, 0.236, -0.996)
H (-1.017, -0.424, 2.144)
H (0.833, -0.604, 1.460)
H (-1.571, 0.188, -0.068)
H (0.435, 1.237, -1.633)
H (0.230, -0.495, -1.727)
H (1.387, -0.026, -0.682)

Summary:
Multiplicity: 1
Orbital gap in eV: 10.215
E_HOMO in Eh: -0.3272
Structure (SMILES): C=CC

natural (NBO) analysis output, partial charges in e: C -0.43; C -0.14; C -0.65; H 0.21; H 0.19; H 0.18; H 0.21; H 0.22; H 0.21

---

Model x:
Formula: C3H6
Source: the Open Molecules 2025 dataset
Level of theory: ωB97M-V/def2-TZVPD

Geometry (Å):
C (-1.276, -0.456, -0.855)
C (-0.335, -0.825, -0.055)
C (1.026, 0.763, 0.432)
H (-2.035, -1.138, -1.171)
H (-1.425, 0.522, -1.182)
H (-0.011, -1.652, 0.498)
H (1.562, 0.080, 1.062)
H (0.353, 1.483, 0.989)
H (1.559, 1.095, -0.464)

Summary:
Multiplicity: 1
Orbital gap in eV: 10.420
E_HOMO in Eh: -0.3358

natural (NBO) analysis output, partial charges in e: C -0.45; C -0.12; C -0.63; H 0.19; H 0.20; H 0.19; H 0.19; H 0.21; H 0.21

---

Least stable = model x

---

Model w:
Formula: C4H9N2O2
Source: the Open Molecules 2025 dataset
Level of theory: ωB97M-V/def2-TZVPD

Geometry (Å):
C (1.954, 0.382, 0.172)
N (0.604, -0.001, 0.087)
C (0.269, -0.799, 1.187)
O (0.850, -0.712, 2.211)
C (-1.059, -1.497, 0.866)
O (-1.427, -1.092, -0.448)
C (-0.220, -0.031, -0.986)
N (-1.122, 1.201, -1.040)
H (2.110, 0.772, 1.139)
H (2.689, -0.301, -0.228)
H (2.180, 1.308, -0.409)
H (-0.907, -2.586, 0.870)
H (-1.806, -0.970, 1.457)
H (0.048, -0.388, -1.914)
H (-0.748, 2.173, -1.316)
H (-1.435, 1.597, -0.058)
H (-1.980, 0.944, -1.590)

Summary:
Multiplicity: 1
Orbital gap in eV: 10.526
Charge: +1
E_HOMO in Eh: -0.5369
Structure (SMILES): CN1C(=O)CO[C@H]1[NH3+]

natural (NBO) analysis output, partial charges in e: C -0.43; N -0.52; C 0.68; O -0.49; C -0.19; O -0.53; C 0.42; N -0.75; H 0.26; H 0.23; H 0.21; H 0.25; H 0.23; H 0.23; H 0.46; H 0.47; H 0.47

---

Model x:
Formula: C4H9N2O2
Source: the Open Molecules 2025 dataset
Level of theory: ωB97M-V/def2-TZVPD

Geometry (Å):
C (-1.358, 0.779, -0.677)
C (0.733, 0.885, 0.736)
C (-1.393, -1.433, 0.491)
C (1.584, 0.026, -0.210)
N (-0.396, 1.443, 0.131)
N (-1.615, -0.544, -0.414)
O (1.236, -0.111, -1.469)
O (2.298, -0.900, 0.313)
H (-1.722, 1.212, -1.587)
H (0.587, 0.161, 1.638)
H (1.263, 1.882, 0.967)
H (-1.691, -2.487, 0.411)
H (-1.041, -1.055, 1.440)
H (-0.518, 2.480, 0.275)
H (-2.095, -0.867, -1.222)
H (1.672, -0.734, -2.028)
H (2.457, -0.738, 1.203)

Summary:
Multiplicity: 1
Orbital gap (spin up / spin down) in eV: 5.463 / 5.464
Charge: +1
E_HOMO (spin up / spin down) in Eh: -0.3789 / -0.3790

natural (NBO) analysis output, partial charges in e: C -0.01; C -0.34; C -0.37; C 0.83; N -0.62; N -0.40; O -0.58; O -0.56; H 0.22; H 0.24; H 0.29; H 0.23; H 0.17; H 0.43; H 0.42; H 0.54; H 0.52

---

Least stable = model x

---

Model w:
Formula: C19H26N2O2
Source: the Open Molecules 2025 dataset
Level of theory: ωB97M-V/def2-TZVPD

Geometry (Å):
C (0.868, -4.933, -2.073)
C (0.700, -3.722, -1.111)
C (-0.145, -3.813, 0.105)
C (-0.109, -2.820, 0.849)
N (-0.884, -2.701, 1.848)
C (-0.414, -1.542, 2.528)
C (0.602, -0.866, 1.695)
C (0.559, -1.746, 0.655)
C (1.402, -1.719, -0.468)
C (1.494, -2.678, -1.372)
H (2.110, -2.757, -2.016)
H (1.990, -0.914, -0.619)
C (0.771, 0.547, 1.858)
O (0.651, 1.093, 3.228)
C (1.458, 1.248, 0.913)
N (1.007, 1.220, -0.306)
C (1.650, 2.032, -1.494)
H (1.635, 3.048, -1.251)
C (0.870, 1.670, -2.613)
C (-0.401, 1.916, -2.662)
C (-1.272, 1.179, -1.591)
H (-2.105, 1.400, -1.414)
H (-1.079, 0.151, -1.561)
C (-0.380, 1.574, -0.134)
H (-1.247, 0.884, 0.651)
C (-0.869, 3.136, 0.238)
H (-0.097, 3.364, 0.829)
H (-0.772, 3.766, -0.464)
C (-2.121, 3.172, 0.751)
O (-2.435, 4.584, 1.202)
H (-1.940, 4.731, 2.004)
H (-2.523, 2.445, 1.516)
H (-2.994, 3.074, 0.031)
H (-0.632, 2.998, -2.806)
H (-0.928, 1.566, -3.738)
H (1.488, 2.147, -3.293)
H (0.935, 0.512, -2.895)
H (2.870, 1.715, -1.232)
H (1.778, 2.281, 1.384)
H (2.633, 0.688, 0.955)
C (-0.966, -0.974, 3.853)
H (-1.869, -1.631, 4.111)
H (-0.441, -1.497, 4.680)
H (-1.114, -0.034, 3.792)
H (-1.461, -3.521, 2.486)
H (-0.691, -4.673, 0.159)
H (0.207, -5.722, -1.881)
H (0.520, -4.506, -3.206)
H (1.694, -5.371, -2.125)

Summary:
Multiplicity: 1
Orbital gap in eV: 7.531
E_HOMO in Eh: -0.2764

natural (NBO) analysis output, partial charges in e: C -0.59; C 0.06; C -0.26; C 0.13; N -0.51; C 0.34; C -0.24; C -0.11; C -0.11; C -0.26; H 0.18; H 0.20; C 0.52; O -0.67; C -0.29; N -0.52; C -0.16; H 0.19; C -0.47; C -0.39; C -0.34; H 0.16; H 0.20; C 0.01; H 0.24; C -0.50; H 0.21; H 0.21; C -0.07; O -0.74; H 0.46; H 0.19; H 0.18; H 0.21; H 0.20; H 0.23; H 0.21; H 0.22; H 0.19; H 0.21; C -0.62; H 0.19; H 0.24; H 0.24; H 0.43; H 0.21; H 0.20; H 0.19; H 0.19

---

Model x:
Formula: C19H26N2O2
Source: the Open Molecules 2025 dataset
Level of theory: ωB97M-V/def2-TZVPD

Geometry (Å):
O (2.950, 1.212, -0.410)
C (2.738, 1.349, 0.772)
N (1.585, 0.946, 1.390)
C (0.493, 0.261, 0.852)
C (-0.640, 0.112, 1.651)
C (-1.748, -0.560, 1.179)
C (-1.742, -1.109, -0.098)
C (-2.906, -1.913, -0.593)
O (-2.851, -3.127, -0.676)
N (-4.016, -1.209, -0.911)
C (-4.087, 0.236, -0.948)
C (-4.908, 0.697, -2.161)
C (-4.695, -0.282, -3.312)
C (-5.301, -1.643, -2.952)
C (-5.174, -1.893, -1.440)
C (-0.605, -0.979, -0.885)
C (0.502, -0.291, -0.426)
C (3.707, 2.004, 1.755)
C (4.856, 2.716, 1.033)
C (5.818, 1.736, 0.367)
C (6.348, 0.722, 1.374)
C (5.187, -0.024, 2.022)
C (4.264, 0.960, 2.736)
H (1.484, 1.185, 2.367)
H (-0.648, 0.527, 2.650)
H (-2.620, -0.672, 1.807)
H (-3.072, 0.634, -1.014)
H (-4.540, 0.613, -0.021)
H (-5.970, 0.736, -1.913)
H (-4.595, 1.702, -2.444)
H (-3.623, -0.388, -3.486)
H (-5.147, 0.101, -4.228)
H (-6.355, -1.675, -3.230)
H (-4.785, -2.429, -3.503)
H (-5.054, -2.956, -1.228)
H (-6.060, -1.524, -0.913)
H (-0.588, -1.422, -1.870)
H (1.373, -0.182, -1.048)
H (3.137, 2.751, 2.322)
H (4.442, 3.386, 0.278)
H (5.399, 3.320, 1.764)
H (5.294, 1.214, -0.433)
H (6.647, 2.292, -0.076)
H (7.012, 0.014, 0.874)
H (6.926, 1.235, 2.148)
H (4.625, -0.557, 1.253)
H (5.561, -0.759, 2.738)
H (3.451, 0.417, 3.223)
H (4.829, 1.481, 3.513)

Summary:
Multiplicity: 1
Orbital gap in eV: 9.119
E_HOMO in Eh: -0.3121
Structure (SMILES): O=C(Nc1ccc(C(=O)N2CCCCC2)cc1)C1CCCCC1

natural (NBO) analysis output, partial charges in e: O -0.61; C 0.70; N -0.61; C 0.15; C -0.25; C -0.17; C -0.14; C 0.67; O -0.62; N -0.44; C -0.21; C -0.41; C -0.40; C -0.41; C -0.23; C -0.19; C -0.19; C -0.31; C -0.39; C -0.41; C -0.40; C -0.40; C -0.39; H 0.40; H 0.21; H 0.22; H 0.22; H 0.19; H 0.20; H 0.22; H 0.20; H 0.21; H 0.20; H 0.21; H 0.25; H 0.19; H 0.22; H 0.25; H 0.22; H 0.22; H 0.20; H 0.23; H 0.21; H 0.21; H 0.19; H 0.20; H 0.21; H 0.20; H 0.20

---

Least stable = model w

---

Model w:
Formula: C4H6N2O3S
Source: the Open Molecules 2025 dataset
Level of theory: ωB97M-V/def2-TZVPD

Geometry (Å):
C (2.505, 0.131, -0.702)
C (1.749, -0.340, 0.325)
C (0.964, 1.561, -0.400)
C (-2.254, -0.703, -0.015)
N (1.996, 1.320, -1.146)
N (0.746, 0.579, 0.523)
O (-0.421, -0.802, 2.256)
O (-2.177, -0.657, -1.396)
O (-1.805, 0.488, 0.610)
S (-0.556, 0.516, 1.704)
H (3.375, -0.297, -1.157)
H (1.814, -1.223, 0.927)
H (0.320, 2.413, -0.484)
H (-3.316, -0.814, 0.224)
H (-1.689, -1.551, 0.415)
H (-1.252, -0.621, -1.683)

Summary:
Multiplicity: 1
Orbital gap in eV: 9.939
E_HOMO in Eh: -0.3451

natural (NBO) analysis output, partial charges in e: C -0.10; C -0.11; C 0.16; C 0.21; N -0.44; N -0.60; O -0.92; O -0.70; O -0.73; S 1.74; H 0.22; H 0.24; H 0.20; H 0.18; H 0.16; H 0.48

---

Model x:
Formula: C4H6N2O3S
Source: the Open Molecules 2025 dataset
Level of theory: ωB97M-V/def2-TZVPD

Geometry (Å):
O (-0.844, 0.279, -2.194)
S (0.287, 0.364, -1.374)
O (1.537, -0.140, -1.908)
C (0.639, 2.065, -0.874)
O (1.843, 2.169, -0.485)
C (-0.151, -0.523, 0.225)
N (0.204, -0.263, 1.469)
C (-0.379, -1.203, 2.250)
C (-1.187, -1.974, 1.432)
N (-1.003, -1.607, 0.158)
H (0.277, 2.469, -1.827)
H (-0.109, 2.301, -0.101)
H (2.582, 1.886, -1.122)
H (-0.378, -1.026, 3.345)
H (-1.852, -2.782, 1.643)
H (-1.465, -2.017, -0.637)

Summary:
Multiplicity: 1
Orbital gap in eV: 9.945
E_HOMO in Eh: -0.3398
Structure (SMILES): O=S(=O)(CO)c1ncc[nH]1

natural (NBO) analysis output, partial charges in e: O -0.94; S 2.10; O -0.94; C -0.25; O -0.68; C 0.04; N -0.43; C -0.11; C -0.07; N -0.51; H 0.18; H 0.22; H 0.52; H 0.22; H 0.22; H 0.44

---

Least stable = model x